{
  "formula": "C2H2BrClO",
  "method": "ωB97M-V/def2-TZVPD",
  "species": ["C", "C", "O", "Cl", "Br", "H", "H"],
  "xyz": [[-0.124, 0.191, -0.038], [1.009, -0.412, 0.263], [-0.861, -0.048, -1.111], [1.784, -0.205, 1.762], [-2.471, 0.826, -1.277], [-0.752, 0.839, 0.660], [1.415, -1.191, -0.258]],
  "nbo_charge": [0.126, -0.329, -0.560, 0.008, 0.353, 0.185, 0.216],
  "homo_ev": -8.93,
  "e_lumo_ev": -1.19,
  "de_lowest_kj_mol": 240.66,
  "energy_ha": -3186.753263,
  "multiplicity": 1,
  "max_force_ha_per_bohr": 0.0774,
  "homo_lumo_gap_ev": 7.7,
  "charge": 0
}


{
  "formula": "C5H10O3",
  "method": "ωB97M-V/def2-TZVPD",
  "species": ["C", "C", "O", "O", "H", "H", "H", "H", "C", "C", "C", "O", "H", "H", "H", "H", "H", "H"],
  "xyz": [[1.155, -0.440, -1.728], [-0.040, 0.389, -1.351], [-1.093, 0.102, -2.146], [0.061, 1.561, -0.869], [-1.791, 0.731, -1.885], [1.657, 0.050, -2.566], [0.853, -1.443, -2.035], [1.846, -0.501, -0.888], [0.951, 0.548, 1.914], [-0.866, -0.656, 0.638], [-0.369, 0.482, 1.230], [-2.229, -0.751, 0.386], [-2.593, -1.485, 0.903], [-0.334, -1.600, 0.671], [-1.051, 1.305, 1.411], [1.386, 1.544, 1.809], [1.654, -0.190, 1.525], [0.805, 0.355, 2.983]],
  "nbo_charge": [-0.718, 0.817, -0.672, -0.687, 0.501, 0.254, 0.228, 0.230, -0.652, -0.015, -0.088, -0.726, 0.479, 0.171, 0.216, 0.228, 0.210, 0.226],
  "homo_ev": -8.21,
  "e_lumo_ev": 0.73,
  "de_lowest_kj_mol": 237.09,
  "energy_ha": -422.166274,
  "multiplicity": 1,
  "max_force_ha_per_bohr": 0.1143,
  "homo_lumo_gap_ev": 8.9,
  "charge": 0
}


{
  "formula": "C24H26N6O",
  "method": "ωB97M-V/def2-TZVPD",
  "species": ["C", "H", "O", "C", "C", "C", "C", "C", "C", "H", "H", "N", "C", "H", "C", "N", "C", "N", "C", "N", "C", "N", "N", "C", "C", "H", "C", "C", "C", "C", "C", "C", "C", "H", "H", "H", "H", "C", "H", "H", "H", "H", "H", "H", "C", "H", "C", "H", "H", "H", "H", "H", "H", "H", "H", "H", "H"],
  "xyz": [[-3.433, -2.206, 0.678], [-4.435, -1.784, 0.614], [-2.759, -1.761, -0.473], [-1.436, -2.079, -0.605], [-0.719, -2.899, 0.252], [0.634, -3.114, 0.054], [1.325, -2.522, -1.002], [0.568, -1.765, -1.905], [-0.774, -1.536, -1.704], [-1.334, -0.923, -2.393], [1.023, -1.340, -2.786], [2.701, -2.712, -1.201], [3.466, -3.404, -0.185], [4.431, -3.653, -0.637], [3.678, -2.503, 1.066], [3.424, -1.131, 0.677], [2.222, -0.585, 0.994], [1.615, -1.090, 2.072], [0.424, -0.642, 2.427], [-0.316, 0.262, 1.829], [0.284, 0.801, 0.764], [-0.205, 1.761, -0.056], [0.689, 2.062, -1.011], [1.745, 1.313, -0.830], [1.584, 0.468, 0.295], [2.568, 1.422, -1.508], [-1.469, 2.372, 0.011], [-2.554, 1.601, 0.413], [-3.812, 2.159, 0.495], [-4.015, 3.495, 0.172], [-2.921, 4.250, -0.226], [-1.641, 3.721, -0.313], [-0.498, 4.590, -0.733], [0.345, 4.472, -0.054], [-0.156, 4.309, -1.727], [-0.798, 5.635, -0.743], [-3.066, 5.293, -0.474], [-5.379, 4.107, 0.274], [-6.138, 3.417, -0.088], [-5.437, 5.029, -0.299], [-5.607, 4.337, 1.315], [-4.648, 1.550, 0.807], [-2.397, 0.565, 0.656], [0.002, -1.097, 3.314], [4.115, -0.806, -0.546], [4.079, 0.266, -0.724], [3.488, -1.610, -1.721], [4.279, -2.018, -2.359], [2.865, -0.958, -2.327], [5.162, -1.089, -0.404], [2.985, -2.746, 1.870], [4.704, -2.588, 1.434], [2.976, -4.340, 0.079], [1.140, -3.739, 0.771], [-1.190, -3.367, 1.102], [-2.946, -1.849, 1.592], [-3.504, -3.299, 0.707]],
  "nbo_charge": [-0.256, 0.198, -0.515, 0.341, -0.299, -0.277, 0.219, -0.254, -0.265, 0.228, 0.211, -0.449, -0.238, 0.199, -0.251, -0.401, 0.492, -0.559, 0.298, -0.517, 0.384, -0.210, -0.231, -0.019, -0.275, 0.205, 0.175, -0.196, -0.214, -0.009, -0.211, -0.009, -0.631, 0.222, 0.240, 0.208, 0.203, -0.626, 0.217, 0.214, 0.220, 0.206, 0.236, 0.175, -0.239, 0.216, -0.229, 0.200, 0.213, 0.204, 0.255, 0.198, 0.217, 0.213, 0.219, 0.180, 0.174],
  "homo_ev": -7.38,
  "e_lumo_ev": 0.76,
  "de_lowest_kj_mol": 179.43,
  "energy_ha": -1333.927718,
  "multiplicity": 1,
  "max_force_ha_per_bohr": 0.0207,
  "homo_lumo_gap_ev": 8.1,
  "charge": 0
}


{
  "formula": "C60H165N15O15",
  "method": "ωB97M-V/def2-TZVPD",
  "species": ["C", "C", "C", "O", "C", "N", "H", "H", "H", "H", "H", "H", "H", "H", "H", "H", "H", "C", "C", "C", "O", "C", "N", "H", "H", "H", "H", "H", "H", "H", "H", "H", "H", "H", "C", "C", "C", "O", "C", "N", "H", "H", "H", "H", "H", "H", "H", "H", "H", "H", "H", "C", "C", "C", "O", "C", "N", "H", "H", "H", "H", "H", "H", "H", "H", "H", "H", "H", "C", "C", "C", "O", "C", "N", "H", "H", "H", "H", "H", "H", "H", "H", "H", "H", "H", "C", "C", "C", "O", "C", "N", "H", "H", "H", "H", "H", "H", "H", "H", "H", "H", "H", "C", "C", "C", "O", "C", "N", "H", "H", "H", "H", "H", "H", "H", "H", "H", "H", "H", "C", "C", "C", "O", "C", "N", "H", "H", "H", "H", "H", "H", "H", "H", "H", "H", "H", "C", "C", "C", "O", "C", "N", "H", "H", "H", "H", "H", "H", "H", "H", "H", "H", "H", "C", "C", "C", "O", "C", "N", "H", "H", "H", "H", "H", "H", "H", "H", "H", "H", "H", "C", "C", "C", "O", "C", "N", "H", "H", "H", "H", "H", "H", "H", "H", "H", "H", "H", "C", "C", "C", "O", "C", "N", "H", "H", "H", "H", "H", "H", "H", "H", "H", "H", "H", "C", "C", "C", "O", "C", "N", "H", "H", "H", "H", "H", "H", "H", "H", "H", "H", "H", "C", "C", "C", "O", "C", "N", "H", "H", "H", "H", "H", "H", "H", "H", "H", "H", "H", "C", "C", "C", "O", "C", "N", "H", "H", "H", "H", "H", "H", "H", "H", "H", "H", "H"],
  "xyz": [[-37.791, 4.812, 17.137], [-38.674, 4.790, 18.411], [-39.899, 3.919, 18.363], [-40.851, 4.451, 17.467], [-41.947, 3.618, 17.263], [-37.831, 4.413, 19.559], [-38.360, 5.213, 16.299], [-37.472, 3.770, 17.091], [-36.965, 5.484, 17.364], [-39.002, 5.823, 18.564], [-40.409, 3.890, 19.337], [-39.697, 2.888, 18.033], [-42.471, 3.502, 18.229], [-41.699, 2.582, 17.008], [-42.743, 3.993, 16.624], [-37.086, 5.084, 19.716], [-37.336, 3.582, 19.237], [-34.733, 3.748, 25.466], [-35.963, 4.130, 24.679], [-35.781, 5.419, 23.876], [-37.050, 5.783, 23.331], [-37.111, 7.190, 23.135], [-36.284, 3.011, 23.746], [-33.790, 3.615, 24.932], [-34.946, 2.853, 26.054], [-34.434, 4.457, 26.248], [-36.717, 4.367, 25.431], [-35.111, 5.285, 23.021], [-35.394, 6.238, 24.490], [-36.105, 7.500, 22.838], [-37.331, 7.706, 24.072], [-37.808, 7.491, 22.356], [-37.258, 3.182, 23.492], [-35.789, 3.333, 22.915], [-31.331, 3.072, 20.820], [-32.207, 2.088, 21.607], [-31.543, 1.328, 22.732], [-30.857, 2.093, 23.736], [-30.868, 1.404, 24.990], [-33.513, 2.677, 21.999], [-31.767, 3.411, 19.881], [-30.343, 2.714, 20.528], [-31.173, 3.932, 21.477], [-32.500, 1.336, 20.866], [-30.755, 0.671, 22.335], [-32.240, 0.661, 23.247], [-30.263, 2.032, 25.642], [-30.393, 0.441, 24.781], [-31.879, 1.353, 25.400], [-34.253, 1.998, 22.120], [-33.294, 3.088, 22.901], [-33.210, 17.154, 25.706], [-33.323, 16.721, 24.245], [-33.502, 15.244, 23.945], [-33.744, 15.149, 22.551], [-34.020, 13.838, 22.098], [-34.560, 17.420, 23.787], [-33.284, 18.244, 25.737], [-32.230, 17.064, 26.186], [-34.005, 16.717, 26.306], [-32.457, 17.111, 23.702], [-34.362, 14.826, 24.479], [-32.585, 14.697, 24.182], [-34.832, 13.466, 22.734], [-33.056, 13.321, 22.121], [-34.425, 13.734, 21.089], [-34.831, 16.966, 22.913], [-34.385, 18.353, 23.425], [-37.340, 11.463, 24.255], [-37.425, 10.828, 22.881], [-37.979, 11.787, 21.802], [-39.357, 12.045, 22.089], [-39.807, 13.242, 21.486], [-36.052, 10.383, 22.589], [-36.760, 12.380, 24.330], [-37.094, 10.741, 25.033], [-38.376, 11.707, 24.524], [-38.137, 10.002, 22.807], [-37.938, 11.305, 20.822], [-37.457, 12.737, 21.637], [-39.394, 14.100, 22.025], [-40.896, 13.242, 21.485], [-39.514, 13.387, 20.439], [-35.866, 10.100, 21.634], [-35.447, 11.157, 22.834], [-35.161, -0.193, 15.256], [-35.497, -0.593, 16.670], [-35.667, 0.673, 17.516], [-34.397, 1.115, 17.918], [-34.390, 2.267, 18.710], [-36.735, -1.359, 16.637], [-36.036, 0.288, 14.815], [-34.821, -1.056, 14.685], [-34.392, 0.579, 15.331], [-34.669, -1.203, 17.046], [-36.235, 0.386, 18.411], [-36.229, 1.422, 16.949], [-34.315, 3.159, 18.070], [-33.540, 2.442, 19.368], [-35.228, 2.518, 19.370], [-37.162, -1.715, 17.483], [-36.800, -2.155, 16.017], [-32.529, 11.884, 18.714], [-32.464, 11.371, 17.265], [-32.036, 12.525, 16.283], [-32.161, 12.045, 14.970], [-31.338, 12.743, 14.038], [-31.382, 10.377, 17.269], [-32.837, 11.007, 19.285], [-33.318, 12.636, 18.792], [-31.582, 12.260, 19.097], [-33.341, 10.830, 16.904], [-30.965, 12.697, 16.443], [-32.605, 13.417, 16.571], [-31.534, 12.313, 13.062], [-30.277, 12.700, 14.304], [-31.653, 13.789, 14.117], [-31.225, 10.218, 16.274], [-30.588, 10.853, 17.685], [-31.599, 5.594, 25.314], [-30.971, 6.987, 25.335], [-31.135, 7.767, 24.020], [-32.501, 7.775, 23.641], [-32.825, 8.647, 22.607], [-31.583, 7.720, 26.455], [-31.499, 4.914, 24.468], [-32.663, 5.645, 25.555], [-31.225, 5.010, 26.161], [-29.937, 6.897, 25.669], [-30.444, 7.429, 23.240], [-30.842, 8.811, 24.186], [-32.159, 8.648, 21.736], [-32.860, 9.689, 22.961], [-33.837, 8.460, 22.242], [-31.480, 8.728, 26.510], [-32.592, 7.670, 26.318], [-35.176, 3.684, 15.133], [-33.659, 3.587, 15.171], [-33.049, 3.165, 13.836], [-33.279, 4.138, 12.833], [-32.927, 3.705, 11.538], [-33.185, 4.956, 15.511], [-35.436, 4.400, 14.353], [-35.477, 3.952, 16.145], [-35.779, 2.782, 14.989], [-33.451, 2.757, 15.852], [-33.449, 2.176, 13.587], [-31.959, 3.106, 13.946], [-32.892, 4.501, 10.798], [-33.505, 2.852, 11.181], [-31.876, 3.389, 11.604], [-32.289, 4.887, 15.990], [-32.973, 5.330, 14.592], [-33.767, 6.110, 18.530], [-34.428, 7.046, 19.560], [-35.235, 8.224, 19.046], [-35.072, 9.377, 19.850], [-35.774, 10.484, 19.343], [-35.153, 6.150, 20.490], [-32.997, 6.740, 18.062], [-34.443, 5.829, 17.726], [-33.131, 5.307, 18.899], [-33.660, 7.455, 20.229], [-36.226, 7.959, 18.668], [-34.585, 8.517, 18.201], [-35.478, 10.732, 18.317], [-35.543, 11.331, 19.989], [-36.863, 10.400, 19.407], [-35.780, 6.701, 21.074], [-34.523, 5.709, 21.148], [-36.620, 15.676, 17.553], [-36.573, 15.244, 19.028], [-37.739, 15.638, 19.929], [-37.767, 17.069, 19.911], [-38.695, 17.554, 20.858], [-36.540, 13.757, 18.910], [-37.568, 15.305, 17.153], [-35.805, 15.213, 17.000], [-36.607, 16.756, 17.384], [-35.618, 15.520, 19.483], [-37.472, 15.281, 20.928], [-38.708, 15.267, 19.590], [-39.731, 17.225, 20.747], [-38.569, 18.637, 20.829], [-38.413, 17.280, 21.884], [-37.327, 13.480, 18.323], [-35.690, 13.604, 18.380], [-35.460, 8.190, 15.299], [-34.855, 8.390, 13.949], [-33.311, 8.263, 14.052], [-32.797, 8.653, 12.805], [-31.419, 8.425, 12.617], [-35.417, 7.350, 13.059], [-35.100, 7.224, 15.670], [-36.546, 8.200, 15.365], [-35.082, 8.975, 15.967], [-35.036, 9.367, 13.498], [-32.969, 7.251, 14.287], [-33.016, 8.899, 14.899], [-31.223, 7.348, 12.672], [-30.828, 8.797, 13.465], [-31.079, 8.895, 11.701], [-34.726, 7.337, 12.304], [-35.328, 6.409, 13.433], [-27.729, 3.814, 14.259], [-29.172, 4.309, 14.457], [-29.140, 5.421, 15.486], [-30.478, 5.864, 15.700], [-30.402, 7.083, 16.463], [-29.633, 4.874, 13.165], [-27.050, 4.622, 13.982], [-27.646, 3.192, 13.358], [-27.376, 3.124, 15.025], [-29.852, 3.489, 14.697], [-28.515, 6.211, 15.054], [-28.672, 5.109, 16.425], [-29.881, 7.832, 15.868], [-29.891, 6.921, 17.418], [-31.427, 7.280, 16.766], [-29.868, 4.093, 12.565], [-30.492, 5.380, 13.363], [-38.410, 10.319, 15.765], [-38.269, 11.797, 16.045], [-38.693, 12.770, 14.963], [-37.873, 12.601, 13.818], [-38.065, 13.651, 12.867], [-38.661, 12.144, 17.395], [-39.443, 9.957, 15.699], [-37.870, 9.754, 16.525], [-38.005, 10.026, 14.791], [-37.176, 11.872, 16.195], [-38.722, 13.805, 15.315], [-39.719, 12.499, 14.669], [-37.066, 14.117, 12.869], [-38.636, 14.489, 13.271], [-38.319, 13.316, 11.865], [-38.641, 11.450, 18.139], [-39.651, 12.396, 17.459], [-40.573, 8.037, 18.584], [-40.871, 9.528, 18.693], [-42.258, 9.922, 19.159], [-42.288, 11.235, 19.650], [-43.582, 11.555, 20.121], [-39.775, 10.211, 19.403], [-41.166, 7.545, 17.809], [-40.850, 7.459, 19.472], [-39.526, 7.836, 18.364], [-40.795, 9.996, 17.696], [-42.384, 9.294, 20.064], [-42.958, 9.631, 18.370], [-43.602, 12.573, 20.509], [-43.878, 10.854, 20.906], [-44.354, 11.533, 19.345], [-40.265, 11.049, 19.716], [-39.558, 9.713, 20.266]],
  "mulliken_charge": [-0.834, 2.005, -1.214, -0.250, -0.845, -0.523, 0.446, 0.097, 0.074, -0.828, 0.451, 0.413, 0.332, 0.319, 0.269, 0.135, 0.140, -1.363, 0.484, -0.109, -0.485, 0.109, -0.653, -0.082, 0.393, 0.538, 0.327, -0.273, 0.562, -0.455, 0.431, 0.322, 0.442, 0.018, -1.010, 0.441, -1.245, -0.294, -0.808, 0.198, -0.003, 0.394, 0.195, 0.402, 0.457, 0.497, 0.229, 0.385, 0.291, 0.364, -0.433, -1.426, 0.569, -0.628, -0.367, -0.071, -0.760, 0.343, 0.379, 0.339, 0.286, 0.224, 0.357, 0.050, 0.330, -0.147, 0.227, 0.254, -1.778, 0.469, 1.476, -0.480, -0.431, 0.143, 0.287, 0.411, 0.395, 0.179, -0.971, -0.138, 0.462, 0.288, -0.113, -0.344, 0.155, -1.129, 0.554, -0.190, -0.400, 0.871, -0.686, 0.345, 0.513, -0.087, 0.241, 0.415, -0.101, -0.294, -0.811, 0.227, 0.187, 0.216, -1.026, 1.533, -1.161, -0.019, -0.964, -0.569, 0.021, 0.001, 0.574, -0.469, 0.349, 0.437, 0.192, 0.365, 0.351, 0.105, 0.312, -0.655, 0.369, -0.930, 0.113, -0.819, -0.761, 0.152, -0.220, 0.315, 0.360, 0.407, 0.408, 0.373, 0.391, -0.225, 0.277, 0.279, -0.254, 0.452, -0.939, -0.221, -1.003, 0.579, 0.285, -0.795, 0.311, 0.249, 0.748, 0.146, 0.281, 0.304, 0.332, 0.035, -0.785, 0.156, 0.598, 0.457, 0.427, -0.864, 0.156, -0.028, -0.529, 0.147, -0.737, 0.323, -0.581, -0.114, 0.400, 0.359, -0.230, -0.153, -1.512, 0.101, -0.344, -0.458, -0.801, 0.784, 0.258, 0.377, 0.356, 0.426, 0.138, 0.375, 0.281, 0.328, 0.300, -0.274, -0.174, -0.013, 0.311, 2.323, -0.539, -0.365, -0.887, -0.503, 0.385, -0.235, 0.439, -1.004, -0.807, -0.006, 0.099, 0.393, 0.397, 0.216, -1.643, 1.027, -1.218, 0.279, -0.292, -0.692, 0.362, 0.399, 0.387, 0.107, 0.450, 0.390, 0.299, 0.497, -0.600, 0.235, 0.083, -1.092, 0.902, -0.571, -0.249, -0.849, 0.086, 0.254, -0.185, 0.585, -0.236, 0.320, 0.300, 0.281, 0.355, 0.259, -0.580, 0.352, -1.656, 0.897, -1.033, -0.215, -0.933, 0.094, 0.599, 0.429, -0.120, -0.097, 0.403, 0.377, 0.255, 0.386, 0.327, 0.236, 0.010],
  "homo_ev": -8.74,
  "e_lumo_ev": 0.54,
  "de_lowest_kj_mol": 536.74,
  "energy_ha": -4334.529132,
  "multiplicity": 1,
  "max_force_ha_per_bohr": 0.0617,
  "homo_lumo_gap_ev": 9.3,
  "charge": 0
}